Record 1
C54H155N23O19Pt | the ωB97M-V functional and the def2-TZVPD basis

For the electronic energy, the calculation gives -134928.770 eV. As for the charge: 0. For the LUMO energy (alpha / beta), the calculation gives 0.57 / -0.55 eV. The highest occupied orbital energy (alpha / beta) comes out at -8.18 / -8.71 eV. Its spin multiplicity is 3. The max |F| is 3.61 eV/A. As for the expectation value of S²: 2.0080. The calculation puts the orbital gap (alpha / beta) at 8.744 / 8.160 eV.

Geometry (Å):
Pt: -1.5797 -2.4390 2.4351
O: 1.0921 5.3906 -1.6979
O: 2.5959 -7.9136 1.8670
O: -4.6661 -0.5560 1.6579
O: -1.8135 -2.9278 4.2710
O: 4.2793 9.0916 -1.3959
O: -0.1263 -3.6824 -3.7296
O: -2.2423 0.3922 -6.9640
O: 5.7983 -4.9355 0.2479
O: -3.0210 3.7600 2.4747
O: -0.4791 -0.0981 4.1075
O: 3.2132 2.4126 1.5626
O: -0.5318 1.3271 7.3438
O: 6.3084 1.3323 -0.0420
O: -1.2172 -1.8564 0.6875
O: 2.1693 -4.1699 3.6289
O: -2.6682 -4.5316 1.7060
O: -4.3169 -2.5707 -3.3998
O: -9.3103 -4.7099 0.1398
O: 2.4071 0.4644 -7.1973
N: 1.3626 2.2965 -10.2098
N: -11.0806 -3.0384 2.8244
N: 4.9414 3.0127 -0.7705
N: 1.1011 -9.2082 -0.1997
N: -4.2803 -5.7307 0.6579
N: 4.4153 -4.1352 3.2910
N: -5.0682 -1.9753 -1.3232
N: 2.9955 -3.7137 1.5666
N: 0.6720 -4.0476 -0.8115
N: 1.4178 0.4730 5.0838
N: 6.7971 2.5327 -1.9693
N: -1.4097 3.8142 9.9600
N: 3.9464 5.8467 -2.4486
N: 0.9594 8.1767 -0.1793
N: 6.7815 -1.9553 0.3225
N: -4.7700 -3.6623 1.4410
N: -3.0000 5.4747 0.2749
N: -3.6573 1.0580 -4.5895
N: 1.1811 -1.6424 4.1324
N: 1.3421 5.3198 2.5801
N: -2.9298 -2.7037 -1.7051
N: -5.2367 1.2608 3.0097
N: -3.0910 0.3382 3.1462
C: 0.8971 -4.5458 -3.3808
C: -1.7534 -0.0818 -5.7699
C: -1.9278 3.7852 3.3908
C: 6.0692 -2.7208 -0.6782
C: -3.5729 4.1279 0.1914
C: 1.8208 1.1640 -9.3401
C: -1.6860 3.1280 8.6923
C: 2.8240 -4.7502 -1.8290
C: 1.6732 10.4222 -0.7785
C: 0.7886 -7.8871 0.3306
C: 2.2338 1.6492 -7.9977
C: 1.7945 4.7722 -2.8062
C: 3.0765 -7.5462 3.1488
C: 3.4642 1.1998 2.1705
C: 3.1006 -4.0146 2.8789
C: 2.3294 3.1713 2.4384
C: -2.8142 3.2497 1.1217
C: -4.1206 -2.3922 -2.2055
C: 3.8268 5.1437 2.0192
C: 5.6097 -6.2974 -0.1497
C: -1.1730 -4.1608 -4.5852
C: 0.6976 -0.4230 4.4144
C: 6.2066 -2.0709 -2.0718
C: -2.3833 -4.3401 6.1650
C: 1.5032 -3.9675 -2.0411
C: 0.2263 0.2041 1.1515
C: 3.3639 8.6526 -0.3542
C: 0.1826 4.4900 -1.1442
C: 2.3667 4.5754 1.9401
C: 6.0463 2.2180 -0.8459
C: -10.3405 -4.4282 1.1307
C: 2.0318 8.9495 -0.8951
C: -2.1541 0.9052 -4.6695
C: -1.6565 0.4517 7.1049
C: -4.2987 0.2785 2.5385
C: 2.9681 0.3502 -9.9351
C: -1.8558 -4.2404 4.7364
C: -3.5527 3.6445 -1.2694
C: -0.5538 2.0616 8.5988
C: -8.6889 -3.1952 2.5500
C: -1.5350 4.1085 7.5257
C: -9.5897 -4.8030 -1.2507
C: -2.1447 -0.5579 -8.0314
C: 5.6507 9.0075 -1.0113
C: -10.0342 -3.1017 1.8372
C: -0.9750 -0.4995 0.4016
C: -1.6216 0.4247 -3.3461
C: -3.8175 -4.6180 1.2897
C: 2.7734 5.8230 -3.3703
C: -0.7056 -7.7108 0.2703
C: 2.8669 0.7957 -5.9105
C: 3.2921 5.6069 -4.7313
C: 1.2275 -7.6663 1.7948
C: 6.5723 -4.1600 -0.7517
H: 5.6414 -2.7220 -2.7972
H: 6.1947 9.1887 -1.9460
H: 4.9218 -6.7680 0.5791
H: -0.3626 3.8981 -1.8405
H: -1.8349 4.7195 9.9660
H: 0.0125 0.5341 2.1524
H: -9.0273 -5.7480 -1.4276
H: 3.9234 0.9193 -9.8636
H: 2.1372 4.4110 0.8972
H: 0.6151 1.0000 0.5010
H: -1.0028 -3.8626 -5.6203
H: 2.5295 0.6749 2.3167
H: -1.4725 -0.3230 6.3682
H: 2.2690 0.2343 5.5897
H: 3.8202 -3.7865 1.0093
H: 1.3575 6.3509 2.3028
H: -0.5226 0.2982 -3.4434
H: -1.3358 -5.2328 -4.4248
H: 6.4950 -4.5218 -1.8229
H: 6.0141 9.7214 -0.2381
H: -10.5806 -4.9534 -1.5198
H: -0.7952 -0.5023 -0.7031
H: -3.3147 -3.7517 6.3052
H: 3.3673 -4.6791 -2.7790
H: -0.7111 1.3712 9.4224
H: 1.1003 3.1552 -9.7696
H: 2.7460 -0.1177 -5.3371
H: 0.5754 1.9372 -10.7689
H: 2.3413 1.6856 -5.5178
H: -4.3285 4.0998 -1.8554
H: 1.6283 -2.9006 -2.1014
H: -8.0155 -2.3252 2.4745
H: 7.2665 -1.9904 -2.2991
H: 0.4504 2.5167 8.7021
H: -2.0886 -3.6858 -4.2280
H: -10.3754 -5.2050 1.8843
H: 3.9292 1.0326 -5.9651
H: -4.4311 -2.7513 1.5764
H: -1.5254 3.2615 10.7925
H: 0.6919 -9.8385 0.4630
H: 3.9823 0.6120 1.4585
H: -2.1467 -1.0663 -5.6538
H: -1.0948 -7.4360 -0.7278
H: 5.8328 -1.0587 -1.9619
H: -1.6871 -4.0887 6.9672
H: 3.9927 6.3635 -5.1150
H: 4.3269 2.8534 0.0003
H: -10.7936 -2.8952 3.7782
H: 5.1837 -3.9012 2.6284
H: 3.8900 6.0789 1.5512
H: 3.4933 7.5280 -0.1324
H: -2.2157 3.3375 4.3576
H: 3.0322 -0.5159 -9.2731
H: 0.3116 -5.0246 -0.7741
H: 0.0531 8.4844 -0.5064
H: -11.3510 -4.4156 0.6120
H: 5.0344 -2.6214 -0.4102
H: -5.8475 1.4310 2.2647
H: -3.5182 6.1197 -0.2115
H: -11.8585 -2.4412 2.6541
H: -2.3831 -4.9087 4.1159
H: 0.7634 0.8990 5.7119
H: 2.6879 -8.1973 3.9018
H: -5.9343 -1.6677 -1.7020
H: 6.5686 -6.8935 0.0009
H: 3.7471 4.6111 -4.7458
H: 1.3497 -7.1730 -0.3094
H: -1.7412 1.9426 -4.7554
H: -1.1339 3.1948 2.9436
H: 3.5297 9.2124 0.5832
H: 3.2879 -4.2805 -0.9947
H: 4.1437 -7.6796 3.1921
H: 3.1647 2.1732 -7.9991
H: -3.9411 0.8964 -5.5765
H: -1.9609 3.6880 6.6087
H: 0.7493 3.9512 -0.3989
H: 5.1573 -6.2488 -1.1343
H: -2.2154 -2.8779 -2.4497
H: 2.4301 5.5973 -5.3626
H: 2.3301 3.8777 -2.4203
H: 3.6648 5.9378 -1.4847
H: -1.7910 1.2243 -2.5638
H: -2.6955 -2.5469 -0.7418
H: 2.7688 -6.5443 3.3399
H: -1.0390 -6.9635 0.9382
H: 1.4165 10.7796 0.2498
H: 1.0654 -0.4998 1.2597
H: -3.0357 -1.1149 -7.8717
H: -0.6770 -0.2866 -5.8288
H: -1.9186 0.0118 0.5785
H: 1.6435 -4.6420 -4.2425
H: -3.0442 0.9883 3.8905
H: 0.5406 -2.1603 3.5644
H: -3.1222 2.1917 1.1079
H: 7.7197 -1.7663 0.0182
H: -3.6773 -6.4751 0.6406
H: -9.2165 -3.9216 -1.8134
H: 2.5197 11.0807 -1.0803
H: 1.5253 2.3077 -7.4651
H: 4.7539 3.6618 -1.4898
H: 4.6529 -4.4102 4.1840
H: -2.3534 -0.3387 2.9431
H: 6.2532 -1.0800 0.4988
H: 1.0063 7.2298 -0.4966
H: -4.6367 4.0929 0.4677
H: 5.9048 7.9810 -0.7173
H: -0.4872 4.3004 7.3547
H: -5.6985 -3.6796 1.1347
H: -4.0643 0.2615 -4.0406
H: 4.0849 1.3608 3.0462
H: -2.5086 3.7585 -1.6676
H: -1.9865 -0.1842 7.9593
H: -5.2748 -5.8087 0.5206
H: 7.6366 -4.0972 -0.5024
H: -1.0809 -8.7091 0.6127
H: -10.0176 -2.2619 1.1022
H: -1.7791 3.3460 0.7765
H: -4.7951 -1.5046 -0.4819
H: 0.5844 -5.5757 -3.2461
H: 2.1554 6.6987 -3.2081
H: 2.7985 -0.0189 -10.9231
H: 2.6466 3.1536 3.4709
H: 4.0232 5.1879 3.0868
H: 4.4372 6.7265 -2.6207
H: -8.2212 -4.0616 2.1168
H: 2.1143 -9.3881 -0.1283
H: -1.4898 4.8235 3.5210
H: 0.8647 10.7241 -1.4481
H: -8.8660 -3.2902 3.5962
H: 4.5397 4.4613 1.5306
H: -1.1163 -0.9992 -8.0635
H: -0.8006 -4.6052 4.6423
H: 0.5611 -8.2759 2.4086
H: 1.0320 4.4841 -3.5883
H: 1.3850 5.3476 3.6107
H: -3.0743 5.8181 1.2278
H: 6.8700 3.5136 -2.1385
H: 1.0469 -6.6286 2.1716
H: -3.8129 2.5950 -1.2177
H: 2.0919 -3.5734 1.1033
H: 1.8667 -2.1637 4.6859
H: 2.6538 -5.7898 -1.5472
H: 1.3387 2.8184 2.3437
H: -2.2146 0.0302 -8.9318
H: -2.0508 -0.5096 -2.9233
H: -0.5522 5.1170 -0.6806
H: -2.0553 5.0840 7.7060
H: -2.6929 2.6715 8.6640
H: -4.8925 2.1289 3.3512
H: -0.0750 -3.4211 -0.7964
H: 0.9707 0.5130 -9.1086
H: -2.5433 0.9690 6.8323
H: -2.7803 -5.3033 6.3901
H: 7.6330 2.0060 -1.8675
H: 2.0336 8.6563 -1.9412

Record 2
C54H40AsBrCl4NO2PRu | the ωB97M-V functional and the def2-TZVPD basis

For the electronic energy, the calculation gives -255072.062 eV. As for the charge: -1. For the LUMO energy (alpha / beta), the calculation gives 2.21 / 1.81 eV. The highest occupied orbital energy (alpha / beta) comes out at -4.27 / -4.73 eV. The relative energy (zero: lowest compared OMol25 entry of this formula, charge and spin) is 0.00 kcal/mol. Its spin multiplicity is 6. The max |F| is 2.58 eV/A. As for the expectation value of S²: 8.7741. The calculation puts the orbital gap (alpha / beta) at 6.485 / 6.544 eV.

Geometry (Å):
Ru: 1.2676 1.1363 0.4512
Br: 0.1515 3.5825 0.2024
As: -4.8282 -0.8944 -0.4910
Cl: 1.2827 2.9263 -5.7541
Cl: 3.6920 -1.7732 -2.5502
Cl: 3.3560 0.9313 -7.1214
Cl: 4.4777 -1.4157 -5.3902
P: -0.3947 -0.9432 0.4991
O: 0.9661 2.4969 -2.9209
O: 2.2358 0.3944 -1.3992
N: 3.3777 3.0322 0.0471
C: 4.4502 2.8923 -3.4600
C: 2.0016 1.6409 -4.8225
C: 0.7285 -3.3877 1.4357
C: 0.4033 2.4726 5.8044
C: -6.6366 -0.2391 3.8197
C: -0.6036 -1.9250 -1.0574
C: 1.8017 1.5491 -3.4507
C: -7.1624 -1.1977 2.9933
C: -4.0929 -3.3342 0.9755
C: 3.5924 0.7944 2.3139
C: 4.1577 2.8105 -1.0716
C: -2.1599 -0.5207 0.8218
C: 3.3916 -0.2545 -4.7306
C: 1.8927 6.5196 -2.8929
C: -0.3598 1.7091 4.9221
C: -0.2169 -2.3924 1.6521
C: -0.5332 -3.3740 -3.4353
C: 3.1482 -0.4202 -3.3919
C: 2.4031 0.5452 -2.6409
C: 0.6142 6.0934 -3.2625
C: 2.3048 2.0933 4.3682
C: -4.2478 -5.5754 -0.0011
C: -1.0827 -3.7109 3.5004
C: -1.1429 -3.9060 -2.2988
C: 0.7641 -4.5258 2.2225
C: 1.7089 2.6224 5.4871
C: 2.6631 4.2376 -2.5626
C: 5.4953 1.9746 -3.3554
C: -5.0294 0.3408 2.1790
C: -0.0620 -2.0747 -3.4086
C: 0.3511 4.7415 -3.1798
C: -5.5392 0.5276 3.4411
C: 3.7555 3.2873 -2.3263
C: -1.1178 -3.2309 -1.0894
C: -4.5198 -5.0140 -1.2217
C: -3.0632 -0.0630 -0.3513
C: 5.8882 1.5188 -2.0887
C: -0.2146 -4.7543 3.1784
C: -6.6030 -1.4594 1.7483
C: 2.8555 5.5851 -2.5316
C: -4.3690 -2.7762 -0.2831
C: 2.8621 0.7627 -5.4970
C: -5.5022 -0.6683 1.3339
C: 1.5733 1.3262 3.4491
C: 4.3287 1.3330 3.3664
C: -4.0260 -4.7119 1.1042
C: 0.2287 1.2419 3.7747
C: -0.0695 -1.3657 -2.2086
C: -1.0616 -2.5681 2.7497
C: 3.7390 2.1649 4.2747
C: 5.2484 1.9528 -0.9699
C: 1.3776 3.8197 -2.8994
C: 2.2183 0.8013 2.2553
C: -4.5216 -3.6094 -1.3687
H: -7.0760 -0.0356 4.7974
H: -2.1432 0.2726 1.5783
H: 2.3379 3.1891 6.1852
H: -0.1668 -5.6825 3.7724
H: -1.7200 -3.7568 4.3778
H: -3.1346 1.0287 -0.3425
H: -4.2280 0.9863 1.8599
H: 2.6765 3.7144 -0.0205
H: -1.3325 1.3439 5.1632
H: 4.1495 0.3509 1.4898
H: 5.4163 1.1162 3.3500
H: -4.6896 -3.1282 -2.3139
H: 5.4610 1.4676 0.0026
H: 3.8268 5.9257 -2.2297
H: -0.4217 -3.9264 -4.3520
H: -1.5705 -1.6543 3.0084
H: 6.6224 0.7436 -2.0230
H: -3.7445 -5.1098 2.0782
H: 5.9185 1.5546 -4.2456
H: -8.0265 -1.7810 3.3013
H: 2.1434 7.5408 -2.8941
H: -5.1963 1.2987 4.1324
H: -2.6299 -0.2993 -1.3180
H: -1.5203 -3.6563 -0.1792
H: 0.4861 -1.6983 -4.2416
H: 0.3613 -0.3687 -2.0998
H: -4.1866 -6.6808 0.0804
H: -4.7137 -5.6093 -2.1113
H: -0.1459 6.8384 -3.6274
H: -1.5965 -4.8889 -2.3426
H: 0.0978 2.8658 6.7544
H: 4.1609 3.2591 -4.4151
H: 1.5524 -5.2482 2.1104
H: 1.4737 -3.1585 0.6786
H: 4.2878 2.5604 5.1583
H: -2.6414 -1.4105 1.3211
H: -0.6467 4.3226 -3.2746
H: -6.9230 -2.2706 1.1655
H: -3.9351 -2.6977 1.8667
H: 3.8223 2.9101 0.9125

Record 3
C54H42BF17GeN7O6RbSTe | the ωB97M-V functional and the def2-TZVPD basis

For the electronic energy, the calculation gives -201573.804 eV. As for the charge: -2. For the LUMO energy, the calculation gives 2.99 eV. The highest occupied orbital energy comes out at -2.74 eV. Its spin multiplicity is 1. The max |F| is 1.76 eV/A. The calculation puts the orbital gap at 5.727 eV.

Geometry (Å):
Te: -5.9223 -2.3737 -1.4783
Rb: 0.0587 0.6758 -0.8572
Ge: 3.8622 -0.8549 2.3359
S: 3.7947 0.9405 -0.7903
F: 5.1216 2.0302 2.1701
F: 1.2740 0.3015 3.5340
F: 5.2323 2.2587 6.6789
F: 4.9095 -4.2356 6.6771
F: 5.8535 0.5238 4.7541
F: 2.6551 3.0129 7.0803
F: 5.1215 -6.3931 5.0330
F: 6.7257 -2.3851 1.5369
F: 0.6853 1.9939 5.4972
F: 4.8394 -6.0677 2.3446
F: 4.4451 -1.8240 5.6992
F: 8.9622 -1.4089 0.5130
F: 9.3383 1.2837 0.2988
F: 2.4354 3.2710 -1.4116
F: 4.3361 -3.6616 1.3259
F: 2.3882 2.7729 0.7571
F: 7.3908 2.9806 1.1581
O: -1.9094 2.3828 -1.4528
O: -0.5760 2.3239 1.0250
O: -3.5280 5.9471 -2.4061
O: 0.7127 -1.4781 0.9805
O: 3.7818 -1.6045 -3.0080
O: -0.3092 -1.3932 -3.5324
N: 1.8019 0.6243 -3.4726
N: -1.5490 2.4260 -6.4127
N: -1.3963 -3.5749 -0.5223
N: 0.5455 2.7224 -3.8454
N: -1.2659 4.7393 -6.3972
N: 0.5620 -3.4497 -1.7226
N: -2.9791 -0.7459 -0.8284
C: -3.3786 1.5207 1.9929
C: 1.9637 1.6466 5.2810
C: -0.2852 -4.2019 -1.0230
C: 4.5105 -3.7310 2.6607
C: 3.6062 0.3546 4.0118
C: -5.2612 3.7821 -1.7439
C: 0.4998 5.2110 -3.3956
C: 7.2041 1.6538 1.2521
C: 8.1972 0.7981 0.8153
C: -2.2467 0.6485 3.9268
C: 6.8142 -1.0379 1.4641
C: 8.0002 -0.5627 0.9240
C: 4.8918 -5.1722 4.5205
C: 6.0356 1.1283 1.7711
C: -4.0101 1.4952 -0.8241
C: 2.9578 2.1596 6.0889
C: -3.9826 -4.3326 1.9077
C: -3.1836 2.5109 -1.4065
C: -3.0170 1.6313 3.3291
C: 4.4299 -2.5863 3.4394
C: 4.7482 -5.0009 3.1557
C: 1.6248 -4.0296 -2.2911
C: -3.3004 -0.9074 -2.2342
C: 4.7837 -4.0739 5.3467
C: 4.5495 -2.8214 4.7939
C: -5.1969 -2.8602 0.4366
C: -2.0737 3.7139 -4.3612
C: -4.2502 -3.4921 2.9809
C: 4.5602 0.8808 4.8604
C: -4.9955 -2.3418 2.7834
C: 5.7880 -0.2276 1.9060
C: -4.0150 -2.2359 -2.4401
C: -1.8542 -0.4621 3.1872
C: -3.3199 0.3119 -0.2103
C: -5.4679 -2.0265 1.5158
C: -6.0444 2.7697 -1.2330
C: -0.7714 5.3977 -3.0404
C: -3.8727 3.6639 -1.8703
C: -0.0950 -5.5844 -0.8667
C: 1.8886 -5.3813 -2.1943
C: 2.3147 0.7670 4.2676
C: -2.9788 0.4215 1.2436
C: 1.2861 1.6357 -3.6685
C: 0.9996 -6.1652 -1.4624
C: -2.2248 -0.5762 1.8614
C: -1.1598 3.5478 -5.5584
C: -7.5446 2.8685 -1.1590
C: 1.0536 4.0620 -4.1482
C: -1.9162 4.5266 -3.3195
C: -3.1423 4.7910 -2.4762
C: -4.4581 -4.0221 0.6414
C: 0.2862 3.2723 -5.1643
C: 4.2687 1.7717 5.8776
C: -5.3765 1.6256 -0.7668
B: 2.8844 2.3769 -0.4606
H: 2.7646 -5.8024 -2.6649
H: -2.4741 2.6168 -6.7827
H: -5.1877 -1.6683 3.6089
H: -3.8982 -0.0806 -2.6329
H: 0.8042 -0.9410 1.7788
H: 0.8681 2.8477 -5.9790
H: 0.2855 2.7550 0.9288
H: -5.9573 0.8163 -0.3330
H: -6.0295 -1.1131 1.3667
H: -1.0085 6.2640 -2.4344
H: 1.6313 -1.6323 0.7126
H: -3.8705 -3.7311 3.9659
H: -3.3173 2.5046 3.8942
H: -0.8012 -6.1668 -0.2885
H: -1.0449 2.4923 0.1763
H: -5.7148 4.7040 -2.0939
H: 2.2973 -3.3586 -2.8153
H: -8.0247 2.0290 -1.6685
H: -2.9962 3.1432 -4.4172
H: -7.8957 3.7892 -1.6263
H: 1.2362 5.9355 -3.0709
H: -4.2493 -4.6817 -0.1919
H: -1.3718 -2.5633 -0.5094
H: -1.0440 5.5652 -5.8522
H: -1.9329 0.7532 4.9577
H: -1.6003 1.5701 -5.8684
H: -2.3591 -0.9461 -2.7906
H: -3.4060 -5.2379 2.0596
H: -3.4145 -3.0584 -2.0543
H: -7.9019 2.8627 -0.1256
H: -1.2485 -1.2350 3.6439
H: 4.2146 -1.4963 -2.1533
H: -4.2133 -2.4123 -3.4973
H: -1.8375 -3.9788 0.2871
H: 0.5554 -0.9988 -3.7097
H: 1.1651 -7.2312 -1.3599
H: 2.1227 4.1027 -4.3215
H: -0.6093 4.6688 -7.1682
H: -1.9128 -1.4352 1.2864
H: 3.3171 -0.7596 -3.1108
H: -0.1069 -2.0723 -2.8579
H: -3.9555 2.3081 1.5250